# C23H36F4O18SSi

A 5-piece molecular cluster, C23H36F4O18SSi overall at a distorted geometry (wB97M-V/def2-TZVPD, the OMol25 dataset).

Atoms and positions in Å:
1 O 4.178 -0.549 5.579
2 C -0.723 2.066 0.544
3 F -4.083 -6.820 -1.695
4 H -2.775 4.536 0.864
5 C 0.166 1.094 3.828
6 H 2.559 0.240 -5.198
7 H -1.391 -1.208 -3.116
8 H -5.645 -2.104 -0.141
9 F 3.053 2.616 -5.804
10 H -0.875 2.421 5.178
11 C -1.054 -0.090 -4.938
12 O 2.081 -0.308 3.985
13 H -1.773 0.667 -4.615
14 H 1.402 4.646 2.808
15 H 4.073 0.334 -4.277
16 C -4.947 -2.704 -0.729
17 C -2.166 -1.610 -6.119
18 O -2.113 -2.106 -4.857
19 C -3.543 -7.486 0.510
20 H 4.567 1.390 -1.012
21 O -2.430 -0.590 -1.405
22 F -5.054 -4.010 -0.366
23 H 1.813 3.432 1.498
24 F 0.200 0.444 -4.936
25 O -1.301 3.066 3.293
26 O 2.831 1.586 5.367
27 O -3.622 -2.267 -0.483
28 H -0.440 0.705 2.986
29 H -0.752 2.480 -0.478
30 H 5.972 2.562 0.552
31 C 1.114 4.225 1.824
32 H -1.648 1.496 0.749
33 O 2.320 0.536 -3.166
34 O -1.369 -0.515 -6.253
35 Si -0.657 3.531 1.776
36 S 2.793 -0.064 5.442
37 H 3.516 2.671 -0.293
38 O -5.324 -8.365 -0.614
39 H 0.449 3.268 4.378
40 H 3.854 2.742 -3.970
41 C 1.530 1.626 -2.998
42 C 2.729 1.958 3.964
43 H 3.469 0.218 0.998
44 O 2.010 -0.400 6.639
45 C 3.065 0.736 -4.368
46 O -5.858 -9.920 0.926
47 H 5.549 0.982 1.314
48 O 3.106 0.764 0.302
49 H 4.185 0.700 2.934
50 H -1.728 5.790 1.704
51 H -5.296 -6.358 -0.163
52 O -2.827 -2.068 -6.988
53 H 0.192 1.452 0.631
54 C 4.585 2.729 2.263
55 H -0.008 0.403 4.668
56 C -4.614 -7.146 -0.487
57 C -1.750 4.919 1.026
58 H 2.484 3.029 4.018
59 H -0.165 -1.917 -4.186
60 H 1.713 0.730 2.312
61 H 1.173 5.041 1.081
62 C 1.669 0.985 3.384
63 O -4.234 -1.409 -2.462
64 C -1.110 -1.367 -4.154
65 C 4.077 1.743 -0.082
66 H 3.792 3.441 1.983
67 C 3.048 2.232 -4.503
68 O 1.803 2.584 -3.924
69 H 4.867 1.791 4.223
70 C 4.165 1.708 3.383
71 O -4.193 -8.462 1.325
72 H -3.230 -6.626 1.100
73 H -6.105 -2.329 -2.525
74 C -3.340 -1.350 -1.447
75 H -2.664 -7.931 0.039
76 H -1.331 5.179 0.035
77 C -5.082 -2.533 -2.215
78 H 5.441 3.304 2.669
79 H -4.710 -3.398 -2.769
80 C 5.156 1.971 1.009
81 O 0.715 1.732 -2.144
82 C -0.346 2.520 4.209
83 C -5.189 -9.009 0.579

Its SMILES is C[Si](C)(C)OCC[C@@H]1OS(=O)(=O)O[C@H]1CCCCO.O=C1OC[C@@H](F)O1.O=C1OC[C@@H](F)O1.O=C1OC[C@@H](F)O1.O=C1OC[C@@H](F)O1. The total energy is -3339.51195 Ha.